Below is a structure of composition C2H3FSm in a non-equilibrium geometry, with properties calculated with the ωB97M-V functional and the def2-TZVPD basis.

For the total energy, the calculation gives -22735.023 eV. The value obtained for the HOMO-LUMO gap (spin up / spin down) is 7.487 / 9.463 eV. Its expectation value of S² is 15.765.

ORCA input file:
```
! wB97M-V def2-TZVPD RIJCOSX def2/J DEFGRID3
* xyz 1 8
C -0.0361 0.1436 -0.8987
C 1.2109 0.3472 -0.5136
H -0.6856 0.5639 -1.6754
H 1.7767 -0.3752 0.0869
H 1.7167 1.2942 -0.7552
F -2.4152 -1.7233 2.4710
Sm -1.5674 -0.2505 1.2851
*
```